112
Properties=species:S:1:pos:R:3:mulliken_charge:R:1 method="wB97M-V/def2-TZVPD" e_tot_ha=-2497.009016 de_lowest_kcal_mol=4.6 fmax_ha_per_bohr=0.0511 smiles=CC(C)O.OCCO.OCCO.OCCO.OCCO.OCCO.OCCO.OCCO.OCCO.OCCO.OCCO lumo_energy_ev=0.401
C 8.721 7.307 12.160 -0.956
C 8.408 6.504 10.894 0.513
C 7.025 5.989 10.746 -1.485
O 8.657 7.330 9.726 -0.540
H 8.595 6.679 13.038 0.393
H 8.103 8.214 12.266 0.355
H 9.795 7.495 12.178 0.086
H 9.104 5.650 10.822 0.253
H 6.742 5.206 11.434 0.410
H 6.877 5.638 9.696 0.320
H 6.224 6.716 10.949 0.322
H 8.333 8.234 9.935 0.314
O 12.751 7.246 15.090 -0.584
C 11.354 7.593 15.025 -0.614
C 11.165 8.764 14.109 0.712
O 12.022 9.841 14.590 -0.397
H 13.223 8.030 15.286 0.329
H 10.849 6.691 14.736 0.331
H 10.953 7.904 16.038 0.243
H 10.079 9.089 14.051 -0.016
H 11.460 8.533 13.082 -0.168
H 11.545 10.406 15.276 0.197
O 11.041 14.573 16.619 -0.633
C 10.908 15.285 15.327 -0.505
C 11.947 14.878 14.280 0.387
O 13.158 15.354 14.713 -0.596
H 12.019 14.423 16.680 0.384
H 9.931 15.143 14.906 0.164
H 10.998 16.386 15.500 0.388
H 11.666 15.365 13.302 -0.176
H 11.867 13.805 14.216 0.157
H 13.872 14.889 14.312 0.395
O 16.200 10.489 9.266 -0.554
C 16.292 11.738 8.640 -0.764
C 14.914 12.398 8.596 0.479
O 14.612 13.011 9.845 -0.534
H 16.065 10.693 10.239 0.441
H 17.098 12.334 9.127 0.287
H 16.667 11.598 7.632 0.362
H 14.097 11.703 8.364 -0.242
H 14.865 13.254 7.861 0.296
H 13.942 13.699 9.654 0.399
O 9.692 14.562 5.731 -0.670
C 9.574 13.303 6.327 -0.024
C 10.881 12.515 6.203 -0.242
O 11.998 13.308 6.477 -0.514
H 9.802 15.180 6.471 0.357
H 9.376 13.612 7.376 -0.154
H 8.799 12.609 5.944 0.373
H 10.941 12.131 5.162 0.298
H 10.870 11.635 6.881 0.151
H 11.724 14.180 6.114 0.300
O 8.523 15.277 11.057 -0.366
C 7.205 15.497 11.564 -0.506
C 6.868 14.398 12.591 -0.614
O 7.870 14.255 13.618 -0.587
H 8.680 15.887 10.333 0.170
H 7.203 16.447 12.104 0.305
H 6.363 15.508 10.835 0.406
H 6.661 13.518 12.032 0.309
H 5.968 14.739 13.015 0.470
H 8.760 14.082 13.251 0.190
O 8.254 11.227 14.550 -0.518
C 8.322 10.871 15.918 -0.446
C 9.044 11.869 16.783 -0.500
O 10.431 11.829 16.464 -0.517
H 8.075 12.182 14.515 0.208
H 7.355 10.646 16.368 0.361
H 8.888 9.938 15.917 0.144
H 8.921 11.557 17.820 0.384
H 8.579 12.840 16.692 0.378
H 10.745 12.794 16.445 0.313
O 10.256 15.776 8.909 -0.629
C 11.307 16.518 9.411 -0.313
C 12.605 16.257 8.616 -0.466
O 13.062 14.862 8.764 -0.547
H 10.220 14.869 9.272 0.449
H 11.055 17.554 9.269 0.467
H 11.412 16.616 10.499 0.075
H 13.406 16.846 9.058 0.431
H 12.461 16.433 7.563 0.266
H 12.557 14.323 8.145 0.041
O 15.318 13.503 13.691 -0.564
C 15.399 12.120 14.133 -0.635
C 14.651 11.327 13.118 0.906
O 15.330 11.545 11.821 -0.553
H 15.934 13.637 12.932 0.291
H 16.435 11.772 14.197 0.306
H 14.969 12.039 15.108 0.405
H 13.635 11.702 13.008 -0.755
H 14.591 10.225 13.300 0.288
H 14.864 12.203 11.292 0.446
O 12.680 9.437 7.873 -0.509
C 12.278 8.417 8.759 -0.413
C 13.222 8.222 9.956 -0.546
O 13.298 9.288 10.811 -0.158
H 13.638 9.523 7.827 0.268
H 11.294 8.687 9.037 0.125
H 12.223 7.525 8.216 0.446
H 14.219 7.919 9.573 0.370
H 12.969 7.310 10.528 0.397
H 13.945 9.974 10.475 0.012
O 10.026 13.175 9.973 -0.302
C 11.089 12.700 10.769 -0.536
C 10.710 11.738 11.830 0.840
O 9.879 12.422 12.785 0.138
H 9.334 13.600 10.549 0.153
H 11.720 12.215 10.055 0.393
H 11.657 13.571 11.151 -0.160
H 11.528 11.271 12.317 -0.138
H 10.145 10.886 11.372 0.016
H 9.572 11.716 13.381 0.081